C17H13F6IrN4P as an isolated structure, computed with wB97M-V/def2-TZVPD.

Results
HOMO energy (spin up / spin down)	-18.83 / -19.72	eV
strongest force on any atom	0.743	eV Å⁻¹
2S+1	5
gap between HOMO and LUMO (spin up / spin down)	7.8 / 6.1	eV
E	-1918.42840	hartree
<S²>	6.0515
total charge	+3

CARTESIAN COORDINATES (ANGSTROEM)
Ir1 -0.94 0.34 0.30
C1 3.41 -3.03 -0.04
C2 2.77 -2.70 1.16
C3 2.03 -1.56 1.21
C4 1.98 -0.65 0.07
C5 2.65 -0.95 -1.11
C6 3.40 -2.10 -1.16
N1 1.15 0.50 0.16
C7 1.59 1.75 -0.01
C8 2.96 2.15 -0.12
C9 3.27 3.49 -0.29
C10 2.27 4.45 -0.37
C11 0.89 4.08 -0.23
C12 0.59 2.77 -0.05
N2 -0.71 2.27 0.21
N3 -1.65 1.96 -0.66
C13 -3.04 1.68 -0.33
C14 -4.16 2.31 -0.75
C15 -5.37 1.69 -0.39
C16 -5.35 0.49 0.30
C17 -4.14 -0.10 0.67
N4 -3.01 0.53 0.35
H1 3.89 -4.00 -0.15
H2 2.81 -3.37 2.01
H3 1.44 -1.33 2.08
H4 2.58 -0.29 -1.97
H5 4.00 -2.32 -2.03
H6 3.75 1.41 -0.07
H7 4.31 3.79 -0.36
H8 2.52 5.49 -0.50
H9 0.12 4.84 -0.23
H10 -4.13 3.22 -1.34
H11 -6.31 2.14 -0.67
H12 -6.28 -0.01 0.56
H13 -4.08 -1.03 1.22
F1 -0.80 -1.41 0.85
P1 -0.75 -4.44 0.28
F2 -2.05 -5.07 0.88
F3 0.56 -3.72 -0.33
F4 -0.24 -5.78 -0.21
F5 -0.31 -3.96 1.69
F6 -1.61 -3.52 -0.63

Atom charges from the natural (NBO) analysis, given in e for atoms 1 to 6:
1. Ir 1.4019
2. C 0.0626
3. C -0.2109
4. C -0.0667
5. C 0.2657
6. C -0.2409

---

C17H13F6MnO8S as an isolated structure at a distorted geometry, computed with wB97M-V/def2-TZVPD.

Results
HOMO energy (spin up / spin down)	-5.48 / -5.48	eV
strongest force on any atom	1.079	eV Å⁻¹
2S+1	2
gap between HOMO and LUMO (spin up / spin down)	7.8 / 7.9	eV
E	-3405.98378	hartree
relative energy (zero: lowest compared OMol25 entry of this formula, charge and spin)	0.0	kJ/mol
<S²>	0.7972
total charge	-1

CARTESIAN COORDINATES (ANGSTROEM)
Mn1 -0.66 -1.40 -0.36
O1 -4.73 -0.51 3.91
C1 -3.90 -0.70 3.07
C2 -2.67 0.17 2.79
O2 -2.41 1.23 3.32
C3 -1.99 -0.51 1.69
C4 -2.64 -1.67 1.32
O3 -2.15 -2.36 0.33
C5 -3.82 -1.93 2.14
O4 -4.62 -2.83 2.09
O5 -0.91 -0.17 1.04
C6 0.53 -4.46 -1.48
C7 1.33 -3.63 -0.48
O6 0.63 -2.59 0.05
C8 2.61 -3.07 -1.16
F1 3.34 -4.04 -1.74
F2 2.25 -2.22 -2.14
F3 3.40 -2.41 -0.33
C9 1.72 -4.53 0.72
F4 2.49 -5.57 0.34
F5 0.62 -5.05 1.27
F6 2.38 -3.89 1.67
H1 0.25 -3.81 -2.31
H2 -0.37 -4.81 -1.00
H3 1.11 -5.30 -1.86
O7 -0.89 -0.95 -1.83
C10 -1.63 5.86 0.16
C11 -0.79 4.64 -0.11
C12 -0.71 4.09 -1.38
C13 0.06 2.95 -1.61
C14 0.77 2.38 -0.57
C15 0.68 2.90 0.71
C16 -0.09 4.03 0.93
S1 1.66 0.85 -0.80
C17 2.94 1.51 -1.89
O8 2.32 0.54 0.49
H4 -2.23 6.12 -0.71
H5 -1.00 6.73 0.40
H6 -2.30 5.70 1.00
H7 -1.27 4.53 -2.19
H8 0.07 2.51 -2.60
H9 1.20 2.40 1.52
H10 -0.17 4.43 1.94
H11 3.49 2.28 -1.36
H12 2.48 1.91 -2.80
H13 3.60 0.68 -2.15

Atom charges from the natural (NBO) analysis, given in e for atoms 1 to 6:
1. Mn 1.3669
2. O -0.4917
3. C 0.3981
4. C 0.3857
5. O -0.5376
6. C 0.2003

---

C17H13F6N3O4RhS4 as an isolated structure, computed with wB97M-V/def2-TZVPD.

Results
HOMO energy (spin up / spin down)	-2.57 / -2.57	eV
strongest force on any atom	0.805	eV Å⁻¹
gap between HOMO and LUMO (spin up / spin down)	4.8 / 4.8	eV
E	-3423.29833	hartree
total charge	-1

CARTESIAN COORDINATES (ANGSTROEM)
Rh1 0.08 0.19 0.13
F1 -3.86 4.38 0.84
C1 -2.59 4.09 0.56
F2 -2.45 4.09 -0.76
F3 -1.82 5.06 1.07
S1 -2.09 2.47 1.29
O1 -0.90 2.15 0.54
O2 -1.99 2.73 2.69
N1 -3.35 1.58 0.99
S2 -3.40 0.29 0.08
O3 -2.22 -0.53 0.18
O4 -4.67 -0.34 0.22
C2 -3.43 0.91 -1.66
F4 -2.24 1.34 -2.07
F5 -3.81 -0.08 -2.47
F6 -4.30 1.91 -1.78
C3 0.91 -1.30 -2.83
C4 1.03 -2.16 -1.62
N2 0.76 -1.75 -0.41
C5 0.97 -2.74 0.53
C6 1.41 -3.92 0.01
S3 1.56 -3.79 -1.68
C7 0.74 -2.45 1.95
C8 0.97 -3.28 3.00
S4 0.61 -2.48 4.46
C9 0.16 -1.06 3.57
N3 0.28 -1.20 2.29
C10 -0.32 0.19 4.21
H1 0.65 -0.30 -2.48
H2 0.14 -1.68 -3.50
H3 1.86 -1.26 -3.37
H4 1.64 -4.83 0.54
H5 1.34 -4.30 2.98
H6 -0.03 0.25 5.26
H7 -1.41 0.26 4.15
H8 0.09 1.04 3.67
C11 1.76 0.76 -0.17
C12 1.98 2.20 -0.17
C13 1.44 3.07 -1.13
C14 1.70 4.43 -1.10
C15 2.51 4.98 -0.11
C16 3.06 4.14 0.84
C17 2.83 2.77 0.80
H9 0.78 2.66 -1.88
H10 1.25 5.07 -1.86
H11 2.69 6.05 -0.08
H12 3.70 4.55 1.62
H13 3.30 2.12 1.52

Atom charges from the natural (NBO) analysis, given in e for atoms 1 to 6:
1. Rh 0.3183
2. F -0.3146
3. C 0.7203
4. F -0.3110
5. F -0.3101
6. S 2.2698

---

C17H13FeNO6 as an isolated structure at a distorted geometry, computed with wB97M-V/def2-TZVPD.

Results
HOMO energy (spin up / spin down)	2.25 / -1.35	eV
strongest force on any atom	2.092	eV Å⁻¹
2S+1	5
gap between HOMO and LUMO (spin up / spin down)	2.9 / 5.7	eV
E	-2425.20146	hartree
relative energy (zero: lowest compared OMol25 entry of this formula, charge and spin)	37.7	kJ/mol
<S²>	6.1341
total charge	-2

CARTESIAN COORDINATES (ANGSTROEM)
O1 4.11 -4.53 0.14
C1 3.82 -3.41 0.23
Fe1 3.68 -1.64 0.28
C2 4.94 -1.51 1.49
O2 5.95 -1.60 2.07
C3 4.79 -1.43 -1.10
O3 5.57 -1.51 -1.96
C4 1.18 -1.45 -1.06
C5 0.84 -2.22 0.15
C6 1.89 -1.93 1.22
C7 2.25 -0.57 1.41
C8 2.54 0.13 0.23
C9 2.26 -0.56 -1.00
H1 0.72 -1.74 -2.01
H2 -0.18 -1.94 0.51
H3 0.79 -3.30 -0.05
H4 1.89 -2.61 2.08
H5 2.44 -0.14 2.40
H6 2.95 1.15 0.22
H7 2.65 -0.12 -1.92
C10 -1.00 0.60 -0.96
C11 -2.16 0.03 -0.29
O4 -2.17 -1.14 0.13
C12 -3.22 1.02 -0.14
C13 -2.97 2.32 -0.77
C14 -3.89 3.43 -0.35
C15 -5.00 3.15 0.40
C16 -5.28 1.82 0.83
C17 -4.38 0.79 0.59
N1 -0.63 1.86 -0.71
O5 0.52 2.32 -0.76
O6 -1.63 2.78 -0.42
H8 -0.25 -0.05 -1.42
H9 -3.03 2.21 -1.87
H10 -3.59 4.44 -0.63
H11 -5.68 3.95 0.67
H12 -6.19 1.63 1.39
H13 -4.55 -0.22 0.98

Atom charges from the natural (NBO) analysis, given in e for atoms 1 to 6:
1. O -0.6051
2. C 0.6156
3. Fe -0.3775
4. C 0.5094
5. O -0.6239
6. C 0.6111

---

no.,molecular weight (Da)
1,610.5
2,546.3
3,668.5
4,383.1